# 1
Below is the ion C23H35N2O4 with charge +1, with properties calculated with ωB97M-V with the def2-TZVPD basis set.

## Properties
HOMO in eV: -10.93
Frontier orbital gap in eV: 8.449

Structure (ORCA input):
```
! wB97M-V def2-TZVPD RIJCOSX def2/J DEFGRID3
* xyz 1 1
C -1.431 -5.158 1.364
C -1.876 -3.707 1.483
C -0.833 -2.752 0.881
O 0.336 -2.837 1.669
C 1.435 -2.096 1.305
C 2.646 -2.420 1.934
C 3.786 -1.692 1.687
C 3.755 -0.577 0.841
C 2.532 -0.217 0.259
C 1.402 -1.020 0.447
C 2.371 1.103 -0.344
O 1.270 1.583 -0.566
C 3.647 1.892 -0.492
C 4.904 1.015 -0.480
C 6.156 1.867 -0.294
C 4.998 0.191 -1.767
O 4.879 0.120 0.649
C -1.398 -1.340 0.824
O -2.033 -0.960 -0.158
N -1.178 -0.585 1.913
C -1.147 0.872 1.937
C -2.473 1.544 1.573
N -2.764 1.523 0.122
C -4.200 1.755 -0.176
C -4.748 0.795 -1.229
C -3.856 0.624 -2.464
C -3.090 1.881 -2.878
C -1.777 2.046 -2.115
C -1.903 2.450 -0.652
H -1.332 -5.445 0.320
H -0.474 -5.299 1.857
H -2.163 -5.809 1.833
H -2.821 -3.558 0.959
H -2.013 -3.448 2.535
H -0.622 -3.054 -0.156
H 2.664 -3.261 2.607
H 4.722 -1.959 2.151
H 0.520 -0.731 -0.103
H 3.608 2.483 -1.408
H 3.675 2.600 0.345
H 6.245 2.586 -1.103
H 7.035 1.230 -0.288
H 6.112 2.399 0.653
H 5.126 0.850 -2.621
H 5.852 -0.479 -1.712
H 4.100 -0.405 -1.917
H -0.641 -1.039 2.641
H -0.894 1.165 2.956
H -0.345 1.222 1.275
H -2.451 2.581 1.915
H -3.276 1.018 2.094
H -2.518 0.516 -0.179
H -4.783 1.636 0.739
H -4.323 2.788 -0.505
H -4.909 -0.186 -0.781
H -5.723 1.181 -1.529
H -4.492 0.303 -3.288
H -3.139 -0.180 -2.290
H -2.841 1.795 -3.936
H -3.715 2.768 -2.772
H -1.170 2.812 -2.599
H -1.215 1.112 -2.172
H -2.311 3.459 -0.557
H -0.896 2.448 -0.234
*
```

# 2
Below is a cluster of 4 separate species, C23H35N5O3S2 in total at a distorted geometry, with properties calculated with ωB97M-V with the def2-TZVPD basis set.

## Properties
HOMO in eV: -8.08
Frontier orbital gap in eV: 8.490

Structure (ORCA input):
```
! wB97M-V def2-TZVPD RIJCOSX def2/J DEFGRID3
* xyz 0 1
C 4.025 -3.425 0.941
C 2.746 -4.409 0.896
C 1.579 -3.568 0.310
C 0.945 -3.839 -0.989
C -0.129 -2.984 -1.508
S -0.958 -3.313 -3.102
C -0.629 -1.815 -0.749
C 0.033 -1.586 0.552
C 1.094 -2.422 1.083
S -0.571 -0.115 1.467
C -0.827 1.058 0.082
C -0.479 2.469 0.172
C -0.698 3.289 -1.022
N -0.331 4.725 -1.027
C -1.277 2.713 -2.247
C -1.628 1.285 -2.317
C -1.387 0.447 -1.142
N -1.702 -0.969 -1.254
H 4.019 -2.923 1.951
H 3.869 -2.626 0.176
H 4.975 -3.999 0.819
H 2.588 -4.731 1.956
H 3.050 -5.274 0.255
H 1.298 -4.718 -1.578
H -1.920 -2.351 -3.277
H 1.498 -2.139 2.089
H -0.036 2.835 1.122
H 0.674 4.722 -0.802
H -0.363 4.960 -2.032
H -1.436 3.408 -3.104
H -2.048 0.894 -3.274
H -2.563 -1.196 -0.739
C -0.050 -7.359 5.420
N 0.940 -6.652 4.632
C 0.533 -5.488 3.868
C 2.236 -7.041 4.583
O 3.109 -6.487 3.941
H -0.842 -7.721 4.760
H -0.476 -6.676 6.158
H 0.399 -8.207 5.936
H 0.745 -5.662 2.811
H 1.109 -4.622 4.202
H -0.530 -5.295 4.002
H 2.443 -7.933 5.196
C 1.418 2.220 -6.599
N 1.437 3.298 -5.630
C 2.714 3.845 -5.208
C 0.303 3.812 -5.107
O 0.249 4.716 -4.291
H 1.968 1.366 -6.196
H 1.896 2.557 -7.521
H 0.396 1.913 -6.819
H 2.817 3.725 -4.128
H 2.746 4.910 -5.446
H 3.531 3.332 -5.713
H -0.609 3.327 -5.494
C -3.363 5.198 1.054
N -3.586 5.379 2.476
C -2.899 6.455 3.165
C -4.416 4.576 3.183
O -4.644 4.676 4.373
H -2.303 5.009 0.872
H -3.665 6.109 0.530
H -3.942 4.358 0.672
H -2.282 6.036 3.963
H -3.636 7.126 3.611
H -2.271 7.010 2.470
H -4.887 3.792 2.566
*
```

# 3
Below is a structure of composition C23H36AsN6O5S5Ti at a distorted geometry, with properties calculated with ωB97M-V with the def2-TZVPD basis set.

## Properties
⟨S²⟩: 0.766
HOMO (alpha / beta) in eV: -1.05 / -1.16
Frontier orbital gap (alpha / beta) in eV: 5.021 / 5.133
Relative energy (zero: lowest compared OMol25 entry of this formula, charge and spin) in kJ/mol: 201.5

Structure (ORCA input):
```
! wB97M-V def2-TZVPD RIJCOSX def2/J DEFGRID3
* xyz -2 2
Ti -0.281 -0.321 0.092
O -4.329 -2.141 -4.048
C -3.432 -1.684 -3.120
C -3.758 -0.668 -2.226
C -2.799 -0.248 -1.331
N -1.548 -0.739 -1.393
C -1.310 -1.868 -2.087
C -2.224 -2.353 -2.993
C -0.142 -2.646 -1.494
O 0.392 -3.570 -2.100
O 0.108 -2.245 -0.300
C -3.050 0.450 -0.006
O -3.988 1.212 0.180
O -2.199 0.024 0.872
H -5.120 -1.597 -3.988
H -4.760 -0.257 -2.165
H -2.018 -3.256 -3.553
S 2.188 2.827 1.368
As 2.295 0.687 1.199
S 1.941 -0.028 -0.891
S 0.573 -0.320 2.305
S 4.151 -0.083 1.904
C 4.513 1.537 -7.554
C 3.036 1.181 -7.392
C 2.348 1.964 -6.276
C 2.686 1.470 -4.868
N 2.589 0.024 -4.688
C 1.406 -0.602 -4.426
S -0.095 0.092 -4.743
N 1.532 -1.822 -3.880
C 2.669 -2.710 -3.981
C 2.771 -3.373 -5.352
C 4.097 -4.100 -5.566
C 5.269 -3.148 -5.797
H 5.008 0.891 -8.284
H 5.051 1.432 -6.608
H 4.631 2.571 -7.889
H 2.941 0.114 -7.174
H 2.510 1.360 -8.334
H 1.268 1.909 -6.406
H 2.642 3.019 -6.326
H 2.045 1.969 -4.139
H 3.721 1.727 -4.635
H 3.359 -0.367 -4.169
H 0.685 -2.254 -3.542
H 2.537 -3.457 -3.198
H 3.595 -2.179 -3.754
H 2.645 -2.605 -6.124
H 1.933 -4.067 -5.458
H 4.003 -4.760 -6.432
H 4.305 -4.739 -4.701
H 5.094 -2.534 -6.685
H 6.206 -3.690 -5.939
H 5.411 -2.469 -4.953
C -2.840 4.209 1.926
C -2.113 3.083 2.634
N -1.179 2.452 1.729
C -1.025 2.711 0.425
N -0.509 1.799 -0.372
C -0.125 2.224 -1.724
C -0.963 3.369 -2.262
C -0.917 4.486 -1.247
N -1.429 3.962 0.004
C -1.833 4.905 1.027
H -3.281 4.899 2.649
H -3.627 3.788 1.298
H -2.823 2.333 2.993
H -1.558 3.470 3.495
H -0.804 1.553 2.023
H -0.207 1.365 -2.381
H 0.929 2.514 -1.705
H -1.999 3.048 -2.408
H -0.556 3.696 -3.223
H -1.543 5.335 -1.535
H 0.116 4.839 -1.128
H -2.274 5.768 0.526
H -0.967 5.248 1.613
*
```

# 4
Below is a cluster of 3 separate species, C23H36BN5O5S in total at a distorted geometry, with properties calculated with ωB97M-V with the def2-TZVPD basis set.

## Properties
HOMO in eV: -8.65
Frontier orbital gap in eV: 9.131

Structure (ORCA input):
```
! wB97M-V def2-TZVPD RIJCOSX def2/J DEFGRID3
* xyz 0 1
C -0.063 2.969 0.154
C 0.315 1.852 0.370
C 0.926 0.553 0.745
C 0.206 -0.643 0.030
C -1.068 -0.852 0.904
C -2.208 -1.640 0.217
C -3.271 -0.704 -0.406
C -4.406 -1.527 -1.047
N -4.784 -2.713 -0.245
O -0.221 -0.050 -1.237
S -0.168 -1.101 -2.442
O 0.764 -0.794 -3.465
O -1.444 -1.457 -2.945
O 0.358 -2.345 -1.567
C 1.027 -1.899 -0.322
C 0.889 -3.170 0.550
N 1.981 -3.329 1.512
C 1.754 -2.583 2.760
B 2.569 -1.763 -0.791
O 2.921 -2.507 -1.897
N 3.614 -0.960 -0.127
C 4.575 -1.771 0.658
C 4.280 -0.052 -1.077
H -0.126 4.026 0.026
H 1.992 0.646 0.516
H 0.790 0.422 1.825
H -0.729 -1.387 1.803
H -1.464 0.109 1.257
H -2.709 -2.220 1.005
H -1.879 -2.373 -0.526
H -3.682 -0.086 0.408
H -2.769 -0.083 -1.156
H -4.066 -1.873 -2.030
H -5.294 -0.876 -1.133
H -5.435 -3.255 -0.800
H -5.248 -2.360 0.587
H 0.964 -4.006 -0.158
H -0.100 -3.266 1.027
H 2.050 -4.314 1.738
H 1.095 -3.100 3.476
H 1.342 -1.602 2.509
H 2.735 -2.441 3.235
H 3.812 -2.857 -1.784
H 4.426 -2.851 0.543
H 4.413 -1.537 1.724
H 5.609 -1.463 0.460
H 4.491 -0.499 -2.062
H 5.175 0.409 -0.647
H 3.575 0.776 -1.267
C -6.463 2.836 3.905
C -5.888 1.735 4.518
C -5.668 0.600 3.754
N -5.981 0.503 2.461
C -6.534 1.573 1.891
C -6.794 2.758 2.563
H -6.651 3.743 4.466
H -5.616 1.755 5.565
H -5.217 -0.285 4.190
H -6.780 1.465 0.840
H -7.244 3.595 2.048
C 5.654 3.607 -3.951
C 4.583 2.729 -3.972
C 3.432 3.081 -3.282
N 3.298 4.215 -2.594
C 4.341 5.045 -2.585
C 5.535 4.792 -3.244
H 6.570 3.370 -4.478
H 4.636 1.793 -4.512
H 2.566 2.427 -3.273
H 4.203 5.959 -2.016
H 6.348 5.504 -3.203
*
```

# 5
Below is a cluster of 3 separate species, C23H36ClF5N2O6 in total, with properties calculated with ωB97M-V with the def2-TZVPD basis set.

## Properties
HOMO in eV: -10.68
Frontier orbital gap in eV: 10.899
Relative energy (zero: lowest compared OMol25 entry of this formula, charge and spin) in kJ/mol: 9.2

Structure (ORCA input):
```
! wB97M-V def2-TZVPD RIJCOSX def2/J DEFGRID3
* xyz 0 1
C 1.272 -2.886 2.654
C 0.791 -2.549 1.238
C -0.038 -1.262 1.241
C -0.709 -0.880 -0.084
C -1.445 -2.059 -0.577
N -2.015 -2.981 -0.958
C -1.793 0.232 0.037
C -2.861 0.026 1.133
C -2.796 1.068 2.249
Cl -1.919 0.488 3.698
C 0.319 -0.430 -1.185
C 0.964 -1.584 -1.828
N 1.485 -2.447 -2.380
C 1.481 0.481 -0.727
C 1.090 1.789 -0.045
C 2.267 2.732 0.242
C 3.503 2.172 0.916
F 4.338 3.218 1.207
F 4.183 1.338 0.078
C 3.269 1.403 2.263
F 2.084 1.734 2.795
F 3.260 0.079 2.055
F 4.213 1.675 3.155
H 2.109 -2.262 2.961
H 1.613 -3.921 2.690
H 0.460 -2.791 3.374
H 0.192 -3.383 0.876
H 1.661 -2.444 0.590
H -0.796 -1.361 2.015
H 0.614 -0.457 1.580
H -1.325 1.205 0.148
H -2.300 0.252 -0.930
H -2.816 -0.981 1.540
H -3.845 0.126 0.676
H -3.795 1.337 2.582
H -2.313 1.985 1.924
H -0.248 0.064 -1.977
H 2.018 0.751 -1.641
H 2.179 -0.112 -0.143
H 0.429 2.327 -0.729
H 0.516 1.631 0.864
H 1.936 3.588 0.827
H 2.631 3.131 -0.708
C -9.082 2.643 3.780
C -7.769 3.316 3.448
O -7.004 2.543 2.505
C -7.366 2.681 1.231
O -8.226 3.404 0.806
O -6.586 1.884 0.496
C -6.879 1.897 -0.905
H -8.909 1.623 4.128
H -9.596 3.196 4.566
H -9.731 2.602 2.907
H -7.134 3.384 4.329
H -7.921 4.320 3.055
H -6.890 2.914 -1.289
H -7.839 1.419 -1.094
H -6.087 1.329 -1.383
C 4.915 -2.675 -2.217
C 6.200 -1.893 -2.377
O 7.160 -2.604 -3.176
C 6.991 -2.504 -4.492
O 6.155 -1.849 -5.057
O 7.916 -3.260 -5.086
C 7.840 -3.271 -6.513
H 5.122 -3.668 -1.815
H 4.241 -2.158 -1.536
H 4.402 -2.794 -3.170
H 6.690 -1.752 -1.415
H 6.020 -0.912 -2.815
H 7.846 -2.259 -6.910
H 6.939 -3.789 -6.840
H 8.718 -3.809 -6.856
*
```

# 6
Below is a structure of composition C23H36ClN4O3PS5TeTl, with properties calculated with ωB97M-V with the def2-TZVPD basis set.

## Properties
HOMO in eV: -2.88
Frontier orbital gap in eV: 4.664
Relative energy (zero: lowest compared OMol25 entry of this formula, charge and spin) in kJ/mol: 230.3

Structure (ORCA input):
```
! wB97M-V def2-TZVPD RIJCOSX def2/J DEFGRID3
* xyz -1 1
Tl 0.618 -0.793 -0.626
N 2.749 0.320 0.802
C 3.553 1.233 -0.006
C 3.847 0.609 -1.360
N 2.604 0.423 -2.106
H 2.400 0.764 1.642
H 3.286 -0.504 1.053
H 4.505 1.505 0.469
H 2.975 2.152 -0.148
H 4.296 -0.372 -1.206
H 4.579 1.229 -1.892
H 2.727 -0.147 -2.935
H 2.216 1.314 -2.400
C -1.747 -1.702 4.336
C -2.629 -0.685 3.603
S -2.149 -0.262 1.908
C -3.514 -0.974 0.936
C -3.097 -1.908 -0.205
S -1.921 -3.219 0.167
C -2.813 -4.248 1.348
C -2.878 -3.784 2.811
S -1.284 -3.209 3.454
H -2.227 -1.950 5.286
H -0.781 -1.251 4.572
H -2.618 0.239 4.186
H -3.667 -1.019 3.589
H -4.077 -0.145 0.503
H -4.181 -1.493 1.623
H -2.592 -1.337 -0.988
H -4.001 -2.336 -0.648
H -2.296 -5.208 1.302
H -3.830 -4.415 0.982
H -3.226 -4.617 3.424
H -3.602 -2.980 2.918
S -1.366 0.949 -2.919
C -0.305 0.327 -4.198
S 0.191 -1.241 -3.905
C -0.040 1.055 -5.353
C -0.744 2.238 -5.708
N -1.314 3.200 -6.003
C 0.885 0.563 -6.323
N 1.643 0.174 -7.099
Cl 7.642 -2.375 -1.244
C 5.936 -2.612 -0.891
C 5.037 -2.890 -1.917
C 3.700 -3.074 -1.644
C 3.167 -3.007 -0.318
C 1.801 -3.176 -0.043
C 4.137 -2.737 0.696
C 5.477 -2.543 0.415
H 5.393 -2.947 -2.938
H 3.018 -3.273 -2.463
H 1.460 -3.278 0.982
H 1.170 -3.643 -0.790
H 3.808 -2.715 1.731
H 6.178 -2.345 1.217
C -4.889 3.022 0.061
C -3.589 3.778 -0.067
O -2.524 2.850 0.173
P -1.033 3.092 -0.330
O -0.143 2.044 0.187
Te -1.124 3.333 -2.779
O -0.690 4.580 0.134
C 0.124 4.776 1.311
C -0.616 4.399 2.574
H -5.732 3.701 -0.069
H -4.962 2.554 1.043
H -4.951 2.243 -0.698
H -3.511 4.585 0.665
H -3.486 4.211 -1.066
H 0.376 5.836 1.298
H 1.040 4.195 1.199
H -1.527 4.989 2.681
H 0.024 4.589 3.438
H -0.881 3.341 2.566
*
```

no.,energy (hartree)
1,-1307.7238
2,-2193.2140
3,-6679.3014
4,-1970.9432
5,-2418.5091
6,-4575.8731